Computed, not measured: 3 unconnected molecules or ions with the total composition C42H58F3IN5O3 at a distorted geometry, with the ωB97M-V functional and the def2-TZVPD basis.

For the highest occupied orbital energy, the calculation gives -9.971 eV. The value obtained for the gap between HOMO and LUMO is 5.75 eV. Its total charge is +1.

Last columns: bonded neighbours and bond lengths (Å).
Atoms and positions in Å:
1 C 2.1688 -1.0403 -0.6848  C2 1.415, H41 1.132, H42 1.118
2 C 1.5857 -0.0898 0.1864  C1 1.415, C3 1.603, H43 1.126
3 C 2.3614 1.1576 0.8271  C2 1.603, C4 1.577, N24 1.498, C36 1.572
4 C 1.3245 1.6573 1.9045  C3 1.577, C5 1.585, H44 1.130, H45 1.119
5 C 1.8202 2.8533 2.8181  C4 1.585, O6 1.422, H46 1.130, H47 1.127
6 O 1.0333 4.0176 2.6031  C5 1.422, C7 1.432
7 C -0.2709 3.8854 3.1789  O6 1.432, C8 1.588, H48 1.128, H49 1.122
8 C -1.3262 4.5716 2.2101  C7 1.588, O9 1.442, H50 1.119, H51 1.121
9 O -2.6676 4.1254 2.4948  C8 1.442, C10 1.400
10 C -3.1441 3.2662 1.4977  O9 1.400, C11 1.477, C23 1.463
11 C -3.5301 1.8860 1.8550  C10 1.477, C12 1.462, H52 1.115
12 C -4.0045 0.9477 0.8394  C11 1.462, C13 1.469, H53 1.122
13 C -4.1147 1.2842 -0.5858  C12 1.469, C14 1.569, C22 1.484
14 C -4.6165 0.2835 -1.6845  C13 1.569, C15 1.612, C16 1.598, C17 1.583
15 C -6.1753 0.0459 -1.3493  C14 1.612, H54 1.121, H55 1.122, H56 1.128
16 C -4.6260 0.9257 -3.1478  C14 1.598, H57 1.128, H58 1.117, H59 1.126
17 C -3.9432 -1.1476 -1.6282  C14 1.583, C18 1.582, H60 1.128, H61 1.124
18 C -2.3660 -1.1815 -1.5113  C17 1.582, C19 1.571, C20 1.604, C21 1.599
19 C -1.6061 -0.0270 -2.2584  C18 1.571, H62 1.117, H63 1.129, H64 1.123
20 C -1.9047 -2.5397 -2.2300  C18 1.604, H65 1.129, H66 1.120, H67 1.127
21 C -1.8416 -1.3338 -0.0085  C18 1.599, H68 1.120, H69 1.125, H70 1.130
22 C -3.7526 2.6794 -0.9387  C13 1.484, C23 1.477, H71 1.111
23 C -3.2867 3.6325 0.0887  C10 1.463, C22 1.477, H72 1.122
24 N 3.6722 0.5915 1.2811  C3 1.498, C25 1.481, C29 1.307
25 C 3.9109 -0.5384 2.2086  N24 1.481, I26 2.164, C27 1.584, H73 1.126
26 I 5.9949 -0.9614 2.6120  C25 2.164
27 C 3.1511 -0.4338 3.5942  C25 1.584, C28 1.603, H74 1.119, H75 1.125
28 C 1.9773 -1.5156 3.7439  C27 1.603, H76 1.117, H77 1.127, H78 1.124
29 C 4.5799 1.2743 0.6348  N24 1.307, C30 1.554, H79 1.114
30 C 4.0881 2.3847 -0.3349  C29 1.554, C31 1.568, C36 1.584, H80 1.140
31 C 4.7801 3.7918 -0.3382  C30 1.568, C32 1.590, H81 1.128, H82 1.120
32 C 5.1352 4.3147 -1.7975  C31 1.590, N33 1.473, N34 1.491, N35 1.478
33 N 5.9635 3.3702 -2.5668  C32 1.473, H83 1.018, H84 1.023
34 N 5.8850 5.6033 -1.7632  C32 1.491, H85 1.024, H86 1.023
35 N 3.8509 4.5897 -2.4753  C32 1.478, H87 1.024, H88 1.024
36 C 2.5098 2.2614 -0.2819  C3 1.572, C30 1.584, F37 1.381, O38 1.473
37 F 1.8071 3.4438 -0.1530  C36 1.381
38 O 2.1930 1.8687 -1.6653  C36 1.473, C39 1.373
39 C 1.0229 2.4785 -2.0452  O38 1.373, N40 1.147
40 N 0.0929 2.9188 -2.5513  C39 1.147
41 H 2.2600 -0.7469 -1.7739  C1 1.132
42 H 2.5188 -2.0662 -0.4087  C1 1.118
43 H 0.4885 -0.1978 0.4165  C2 1.126
44 H 0.4072 1.9861 1.3332  C4 1.130
45 H 1.0194 0.7780 2.5256  C4 1.119
46 H 1.8053 2.5649 3.9103  C5 1.130
47 H 2.8993 3.0692 2.5744  C5 1.127
48 H -0.3113 4.4218 4.1706  C7 1.128
49 H -0.6066 2.8310 3.3656  C7 1.122
50 H -0.9901 4.3719 1.1613  C8 1.119
51 H -1.3038 5.6827 2.3592  C8 1.121
52 H -3.4324 1.5898 2.9256  C11 1.115
53 H -4.2747 -0.1064 1.1133  C12 1.122
54 H -6.3143 -0.7337 -0.5556  C15 1.121
55 H -6.6030 1.0351 -1.0377  C15 1.122
56 H -6.7181 -0.2355 -2.2975  C15 1.128
57 H -4.5735 0.0528 -3.8602  C16 1.128
58 H -5.5668 1.4860 -3.3662  C16 1.117
59 H -3.6982 1.5339 -3.3434  C16 1.126
60 H -4.3489 -1.6596 -0.7087  C17 1.128
61 H -4.2839 -1.7411 -2.5195  C17 1.124
62 H -1.9740 0.0863 -3.3072  C19 1.117
63 H -0.5168 -0.3188 -2.3056  C19 1.129
64 H -1.6428 0.9273 -1.6680  C19 1.123
65 H -2.1953 -2.4736 -3.3190  C20 1.129
66 H -2.3471 -3.4460 -1.7439  C20 1.120
67 H -0.7785 -2.5822 -2.2132  C20 1.127
68 H -1.5939 -0.3481 0.4621  C21 1.120
69 H -2.6440 -1.8552 0.5837  C21 1.125
70 H -0.9330 -2.0049 0.0210  C21 1.130
71 H -3.8180 3.0901 -1.9694  C22 1.111
72 H -3.0297 4.6794 -0.2232  C23 1.122
73 H 3.5050 -1.4527 1.6908  C25 1.126
74 H 2.7919 0.5925 3.8567  C27 1.119
75 H 3.8875 -0.7075 4.3999  C27 1.125
76 H 0.9747 -1.0510 3.9062  C28 1.117
77 H 2.2192 -2.1793 4.6223  C28 1.127
78 H 1.9186 -2.2060 2.8591  C28 1.124
79 H 5.6880 1.1642 0.6488  C29 1.114
80 H 4.3361 1.9215 -1.3466  C30 1.140
81 H 5.7377 3.7467 0.2563  C31 1.128
82 H 4.1389 4.5783 0.1358  C31 1.120
83 H 6.9339 3.6677 -2.6496  N33 1.018
84 H 5.5748 3.1994 -3.4972  N33 1.023
85 H 6.7644 5.3955 -1.2817  N34 1.024
86 H 5.3229 6.2816 -1.2427  N34 1.023
87 H 3.5039 3.7637 -2.9714  N35 1.024
88 H 3.9929 5.3081 -3.1913  N35 1.024
89 F 2.5976 -3.9837 -0.6610  C90 1.353
90 C 3.0524 -4.7123 -1.7070  F89 1.353, C91 1.382, C95 1.382
91 C 3.4799 -6.0088 -1.4928  C90 1.382, C92 1.389, H96 1.083
92 C 3.9418 -6.7578 -2.5673  C91 1.389, C93 1.390, H97 1.083
93 C 3.9800 -6.1969 -3.8389  C92 1.390, C94 1.389, H98 1.084
94 C 3.5515 -4.8904 -4.0385  C93 1.389, C95 1.389, H99 1.083
95 C 3.0791 -4.1439 -2.9668  C90 1.382, C94 1.389, H100 1.083
96 H 3.4501 -6.4256 -0.4935  C91 1.083
97 H 4.2724 -7.7776 -2.4135  C92 1.083
98 H 4.3446 -6.7809 -4.6756  C93 1.084
99 H 3.5851 -4.4528 -5.0289  C94 1.083
100 H 2.7325 -3.1268 -3.1051  C95 1.083
101 F -4.8968 -1.7668 2.0389  C102 1.350
102 C -5.1142 -3.0394 2.4326  F101 1.350, C103 1.383, C107 1.382
103 C -4.1322 -3.9908 2.2248  C102 1.383, C104 1.389, H108 1.083
104 C -4.3557 -5.2990 2.6350  C103 1.389, C105 1.390, H109 1.083
105 C -5.5610 -5.6407 3.2373  C104 1.390, C106 1.390, H110 1.084
106 C -6.5407 -4.6751 3.4353  C105 1.390, C107 1.389, H111 1.083
107 C -6.3147 -3.3644 3.0356  C102 1.382, C106 1.389, H112 1.083
108 H -3.2026 -3.7072 1.7464  C103 1.083
109 H -3.5912 -6.0516 2.4845  C104 1.083
110 H -5.7360 -6.6625 3.5529  C105 1.084
111 H -7.4812 -4.9431 3.9011  C106 1.083
112 H -7.0630 -2.5969 3.1896  C107 1.083

Löwdin atomic charge list, values in e, 99 entries: atom 1 (C): 0.056, atom 2 (C): -0.050, atom 3 (C): -0.243, atom 4 (C): -0.073, atom 5 (C): -0.191, atom 6 (O): -0.156, atom 7 (C): -0.163, atom 8 (C): -0.145, atom 9 (O): -0.083, atom 10 (C): -0.259, atom 11 (C): 0.014, atom 12 (C): -0.026, atom 13 (C): -0.152, atom 14 (C): -0.442, atom 15 (C): -0.050, atom 16 (C): -0.064, atom 17 (C): -0.109, atom 18 (C): -0.507, atom 19 (C): -0.065, atom 20 (C): -0.077, atom 21 (C): -0.059, atom 22 (C): -0.009, atom 23 (C): -0.005, atom 24 (N): 0.005, atom 25 (C): -0.642, atom 26 (I): 0.974, atom 27 (C): -0.258, atom 28 (C): -0.078, atom 29 (C): 0.060, atom 30 (C): -0.118, atom 31 (C): -0.062, atom 32 (C): -0.646, atom 33 (N): 0.077, atom 34 (N): 0.074, atom 35 (N): 0.090, atom 36 (C): -0.309, atom 37 (F): 0.098, atom 38 (O): 0.023, atom 39 (C): -0.275, atom 40 (N): 0.222, atom 41 (H): 0.089, atom 42 (H): 0.056, atom 43 (H): 0.096, atom 44 (H): 0.148, atom 45 (H): 0.105, atom 46 (H): 0.130, atom 47 (H): 0.134, atom 48 (H): 0.140, atom 49 (H): 0.129, atom 50 (H): 0.121, atom 51 (H): 0.138, atom 52 (H): 0.110, atom 53 (H): 0.085, atom 54 (H): 0.079, atom 55 (H): 0.093, atom 56 (H): 0.087, atom 57 (H): 0.089, atom 58 (H): 0.088, atom 59 (H): 0.066, atom 60 (H): 0.104, atom 61 (H): 0.125, atom 62 (H): 0.088, atom 63 (H): 0.069, atom 64 (H): 0.065, atom 65 (H): 0.090, atom 66 (H): 0.089, atom 67 (H): 0.069, atom 68 (H): 0.062, atom 69 (H): 0.056, atom 70 (H): 0.078, atom 71 (H): 0.098, atom 72 (H): 0.117, atom 73 (H): 0.081, atom 74 (H): 0.091, atom 75 (H): 0.064, atom 76 (H): 0.075, atom 77 (H): 0.086, atom 78 (H): 0.077, atom 79 (H): 0.117, atom 80 (H): 0.168, atom 81 (H): 0.126, atom 82 (H): 0.129, atom 83 (H): 0.079, atom 84 (H): 0.085, atom 85 (H): 0.079, atom 86 (H): 0.086, atom 87 (H): 0.071, atom 88 (H): 0.094, atom 89 (F): 0.012, atom 90 (C): -0.280, atom 91 (C): -0.016, atom 92 (C): -0.072, atom 93 (C): -0.085, atom 94 (C): -0.075, atom 95 (C): -0.022, atom 96 (H): 0.118, atom 97 (H): 0.110, atom 98 (H): 0.107, atom 99 (H): 0.109